No. 1
C20H20ClCoF7N4O7S2 | ωB97M-V/def2-TZVPD

Cartesian coordinates (Å):
Co 0.525 -0.814 -0.558
F -2.640 -6.447 -2.172
C -3.057 -5.165 -2.359
C -2.179 -4.131 -2.241
C -2.635 -2.821 -2.401
C -1.647 -1.750 -2.163
O -0.478 -2.072 -1.937
C -2.171 -0.420 -2.210
C -3.468 -0.254 -2.549
N -4.386 -1.236 -2.801
C -5.714 -0.762 -3.141
C -7.006 -1.320 -2.634
C -6.656 -1.402 -4.109
C -3.984 -2.557 -2.685
C -4.857 -3.652 -2.808
C -4.404 -4.942 -2.639
N -5.354 -6.021 -2.694
C -5.105 -6.986 -3.752
C -6.289 -7.920 -3.873
N -6.490 -8.609 -2.546
C -6.704 -7.607 -1.439
C -5.517 -6.671 -1.401
C -1.412 0.869 -1.873
O -1.920 1.913 -2.269
O -0.350 0.766 -1.182
H -1.137 -4.285 -1.994
H -3.822 0.766 -2.621
H -5.685 0.315 -3.195
H -7.756 -0.607 -2.322
H -6.990 -2.225 -2.046
H -7.169 -0.741 -4.793
H -6.409 -2.364 -4.531
H -5.906 -3.535 -3.014
H -4.187 -7.573 -3.592
H -4.990 -6.456 -4.697
H -6.131 -8.691 -4.625
H -7.210 -7.379 -4.078
H -5.656 -9.162 -2.333
H -7.275 -9.257 -2.595
H -6.823 -8.161 -0.509
H -7.624 -7.077 -1.680
H -4.615 -7.221 -1.089
H -5.707 -5.911 -0.643
Cl -2.161 -1.808 0.905
C -0.536 -0.947 1.047
H -0.019 -1.526 1.812
H -0.794 0.036 1.436
F 5.506 0.953 -0.529
C 4.625 0.786 -1.508
F 5.220 0.182 -2.532
F 4.181 1.975 -1.905
S 3.180 -0.188 -0.914
O 2.649 0.530 0.212
O 2.280 -0.337 -2.039
N 3.926 -1.539 -0.533
S 3.037 -2.775 -0.164
O 3.649 -3.636 0.791
O 1.634 -2.428 0.054
C 2.992 -3.796 -1.696
F 2.470 -3.127 -2.715
F 4.224 -4.188 -2.021
F 2.246 -4.885 -1.475

As for the gap between HOMO and LUMO (spin up / spin down): 5.128 / 5.450 eV. For the energy above the lowest of the compared OMol25 structures with the same formula, charge and spin, the calculation gives 0.0 kJ/mol. As for the spin multiplicity: 2. Its LUMO energy (spin up / spin down) is -1.911 / -1.911 eV. As for the total charge: 0. The value obtained for the HOMO energy (spin up / spin down) is -7.038 / -7.360 eV.

No. 2
C20H20ClN3O3 | ωB97M-V/def2-TZVPD

Cartesian coordinates (Å):
C -3.227 -1.581 -2.005
N -3.023 -1.640 -0.574
C -3.957 -0.891 0.263
C -3.506 0.548 0.326
C -2.595 0.942 1.297
C -2.082 2.227 1.295
C -2.478 3.132 0.326
C -3.396 2.750 -0.637
C -3.904 1.463 -0.638
C -1.873 -2.024 0.012
O -1.719 -2.024 1.220
C -0.669 -2.379 -0.877
N 0.298 -1.338 -0.594
C 0.039 0.004 -0.905
O -0.833 0.394 -1.639
N 0.978 0.737 -0.268
C 1.816 -0.050 0.608
C 1.528 0.274 2.080
C 3.290 0.066 0.285
C 3.756 0.960 -0.671
C 5.108 1.060 -0.944
C 6.003 0.253 -0.261
Cl 7.693 0.378 -0.594
C 5.553 -0.659 0.681
C 4.201 -0.748 0.951
C 1.315 -1.473 0.307
O 1.739 -2.503 0.754
H -4.281 -1.388 -2.193
H -2.976 -2.538 -2.464
H -2.635 -0.782 -2.457
H -3.938 -1.339 1.259
H -4.959 -0.981 -0.159
H -2.282 0.231 2.047
H -1.371 2.523 2.054
H -2.074 4.134 0.321
H -3.709 3.453 -1.395
H -4.615 1.170 -1.398
H -0.879 -2.397 -1.944
H -0.230 -3.321 -0.543
H 0.895 1.737 -0.192
H 2.055 -0.422 2.724
H 1.854 1.287 2.307
H 0.461 0.184 2.271
H 3.063 1.581 -1.217
H 5.465 1.758 -1.684
H 6.256 -1.294 1.197
H 3.848 -1.475 1.664

As for the gap between HOMO and LUMO: 9.832 eV. For the energy above the lowest of the compared OMol25 structures with the same formula, charge and spin, the calculation gives 50.5 kJ/mol. As for the SMILES: CN(Cc1ccccc1)C(=O)CN1C(=O)N[C@](C)(c2ccc(Cl)cc2)C1=O. Its LUMO energy is 0.670 eV. As for the total charge: 0. The value obtained for the HOMO energy is -9.162 eV.

No. 3
C20H20CuN4O6S2 | ωB97M-V/def2-TZVPD

Cartesian coordinates (Å):
Cu 0.054 -0.873 0.144
O -1.249 -3.224 3.098
C -0.982 -2.385 2.276
N -0.155 -2.466 1.183
C 0.446 -3.617 0.746
O 0.520 -4.689 1.293
C 1.036 -3.409 -0.636
C 1.601 -4.473 -1.308
C 2.062 -4.276 -2.600
C 1.932 -3.022 -3.172
C 1.365 -2.001 -2.430
N 0.932 -2.183 -1.179
C -1.636 -1.012 2.347
C -2.553 -0.713 3.333
C -3.143 0.542 3.327
C -2.797 1.452 2.341
C -1.863 1.085 1.389
N -1.299 -0.124 1.398
H 1.650 -5.428 -0.805
H 2.505 -5.092 -3.156
H 2.257 -2.822 -4.183
H 1.245 -1.013 -2.852
H -2.782 -1.468 4.071
H -3.868 0.806 4.085
H -3.239 2.437 2.306
H -1.541 1.767 0.616
C -0.284 4.689 -2.517
S -1.254 4.089 -1.141
C -1.676 5.694 -0.453
O -0.308 3.471 -0.143
H 0.507 5.340 -2.147
H -0.946 5.208 -3.210
H 0.134 3.827 -3.031
H -2.257 6.253 -1.185
H -0.754 6.218 -0.204
H -2.269 5.530 0.445
N 0.818 0.853 -0.556
C 0.588 1.072 -1.976
C 1.623 1.515 -2.788
C 1.367 1.805 -4.118
C 0.079 1.667 -4.622
C -0.937 1.170 -3.823
C -0.681 0.869 -2.489
S -0.270 2.306 -6.275
O 0.697 1.638 -7.123
O -0.029 3.728 -6.066
O -1.658 1.952 -6.498
H 1.821 0.826 -0.391
H 0.470 1.708 -0.083
H 2.614 1.662 -2.372
H 2.147 2.181 -4.767
H -1.926 1.067 -4.249
H -1.481 0.502 -1.852

As for the gap between HOMO and LUMO (spin up / spin down): 6.848 / 6.345 eV. For the energy above the lowest of the compared OMol25 structures with the same formula, charge and spin, the calculation gives 0.0 kJ/mol. As for the spin multiplicity: 2. Its LUMO energy (spin up / spin down) is -1.166 / -1.668 eV. As for the total charge: 0. The value obtained for the HOMO energy (spin up / spin down) is -8.013 / -8.013 eV.